A | The following is a quantum chemistry calculation of the molecule C3H4N2O, from the OMol25 dataset.

ORCA input file:
```
! RIJCOSX wB97M-V def2-TZVPD def2/J DEFGRID3
* xyz 0 1
N -0.029 1.775 -0.151
C -0.559 0.539 -0.255
C -1.219 -0.483 -0.597
N -0.462 -0.911 0.593
C 0.874 -1.278 0.397
O 1.688 -0.613 -0.214
H 0.989 1.766 -0.069
H -0.480 2.389 0.517
H -1.974 -0.995 -1.176
H 1.170 -2.187 0.955
*
```

Results
- structure (SMILES) = NC1=CN1C=O
- LUMO (eV) = 0.9
- HOMO-LUMO gap (eV) = 9.83

---

B | The following is a quantum chemistry calculation of a structure of composition C3H4N2O, from the OMol25 dataset.

ORCA input file:
```
! RIJCOSX wB97M-V def2-TZVPD def2/J DEFGRID3
* xyz 0 1
N 1.842 0.089 -0.358
C 0.675 0.257 0.257
N -0.085 1.231 0.492
C -1.311 0.593 0.136
C -1.298 -0.745 0.247
O -0.049 -1.218 0.437
H 2.418 0.823 -0.748
H 2.088 -0.875 -0.458
H -2.087 1.203 -0.274
H -2.191 -1.359 0.269
*
```

Results
- LUMO (eV) = 0.8
- HOMO-LUMO gap (eV) = 8.74

---

The winner here is B, beating the second structure by 1.528 eV.